Entry 1:
ORCA calculation (ωB97M-V/def2-TZVPD) on 14 unconnected molecules or ions with the total composition C4H35N2O15 at a distorted geometry.

```
56
C4H35N2O15, DFT ωB97M-V/def2-TZVPD
N -1.86 -2.13 0.36
C -0.68 -1.27 0.75
C -0.81 0.17 0.27
N 0.20 0.99 0.58
C 1.61 0.74 0.89
C 1.76 0.38 2.35
O 0.88 0.44 3.18
O -1.89 0.61 -0.12
H -2.37 -2.42 1.21
H -2.49 -1.63 -0.35
H -1.46 -2.90 -0.18
H -0.77 -1.22 1.84
H 0.25 -1.79 0.54
H 0.00 1.97 0.49
H 2.04 1.72 0.70
H 2.12 0.01 0.28
H 2.75 0.00 2.66
H -0.46 -4.63 -1.96
H 0.18 -3.27 -1.36
O -0.28 -4.12 -1.17
H -2.11 0.44 4.47
H -0.99 0.36 3.48
O -1.68 -0.20 3.89
H 0.50 1.24 -2.76
H 0.29 0.35 -4.06
O 0.41 0.31 -3.11
H 2.75 -2.87 0.33
H 4.19 -2.30 0.18
O 3.26 -2.05 0.21
H -3.02 -0.29 -1.98
H -2.08 -1.46 -2.20
O -2.96 -1.24 -1.86
H 0.82 -1.19 -2.39
H 1.87 -1.61 -1.34
O 0.96 -1.79 -1.63
H 0.96 3.22 -2.00
H -0.51 3.20 -2.58
O 0.40 2.91 -2.74
H 0.49 3.68 1.61
H 0.37 3.49 3.14
O 0.24 3.05 2.30
H 1.38 4.59 0.21
H -0.10 4.33 -0.27
O 0.77 3.94 -0.14
H -3.55 -0.81 1.83
H -3.21 -1.50 3.09
O -3.67 -1.67 2.25
H -3.09 1.73 -2.06
H -2.79 2.23 -3.44
O -2.72 2.49 -2.51
H 3.99 2.94 -1.23
H 2.57 3.46 -1.12
O 3.19 2.86 -0.70
H 1.58 -4.70 1.49
H 1.06 -4.54 0.01
O 1.73 -4.24 0.66
```

Values from the calculation:
* total charge: +1
* largest force on an atom: 1.64 eV/A
* HOMO-LUMO gap: 0.3622 hartree
* energy relative to the best compared isomer or geometry (same formula, charge and spin): 0.000 eV
* LUMO level: -0.0945 hartree

---

Entry 2:
ORCA calculation (ωB97M-V/def2-TZVPD) on a molecular structure, C17H31CrN2O2P2 at a distorted geometry.

```
55
C17H31CrN2O2P2, DFT ωB97M-V/def2-TZVPD
Cr 0.26 -0.20 0.06
P 2.21 0.88 -0.44
C 2.49 0.17 -2.13
C 1.97 -1.27 -2.12
N 0.86 -1.52 -1.37
C 0.07 -2.58 -1.71
C 0.55 -3.58 -2.53
C 1.80 -3.45 -3.14
C 2.49 -2.26 -2.91
C -1.30 -2.63 -1.07
P -1.89 -0.92 -0.60
H 3.44 -2.08 -3.43
H -0.08 -4.47 -2.71
H 2.17 -4.22 -3.84
H -2.04 -3.08 -1.76
H -1.33 -3.27 -0.17
H 1.91 0.73 -2.94
H 3.57 0.19 -2.33
H 0.42 1.44 -3.20
O 1.21 1.18 -3.82
H 1.67 1.73 -4.44
H -0.76 0.85 -1.42
O -0.50 1.73 -2.28
H -1.21 2.23 -2.74
C -2.84 -0.46 -2.07
H -3.51 -1.28 -2.39
H -3.41 0.43 -1.82
H -2.13 -0.18 -2.86
C -3.13 -1.28 0.67
H -3.66 -0.35 0.90
H -3.84 -2.05 0.31
H -2.64 -1.62 1.59
C 3.37 0.57 0.91
H 4.33 1.03 0.69
H 2.97 1.02 1.83
H 3.50 -0.50 1.10
C 2.18 2.65 -0.73
H 2.03 3.16 0.24
H 3.16 2.91 -1.16
H 1.35 2.89 -1.42
C 1.80 -3.14 1.52
C 1.15 -2.13 2.38
C 1.05 -2.13 3.77
C 0.31 -1.00 4.14
C -0.02 -0.32 2.97
C -0.76 0.95 2.81
N 0.50 -1.00 1.90
H 2.79 -3.37 1.97
H 1.98 -2.76 0.51
H 1.17 -4.04 1.42
H 1.46 -2.91 4.42
H 0.05 -0.67 5.14
H -1.79 0.83 3.19
H -0.23 1.76 3.33
H -0.86 1.24 1.75
```

Values from the calculation:
* total charge: +1
* largest force on an atom: 5.49 eV/A
* HOMO-LUMO gap (spin up / spin down): 0.2196 / 0.2095 hartree
* multiplicity: 5
* energy relative to the best compared isomer or geometry (same formula, charge and spin): 2.878 eV
* LUMO level (spin up / spin down): -0.1235 / -0.1327 hartree

---

Entry 3:
ORCA calculation (ωB97M-V/def2-TZVPD) on 2 unconnected molecules or ions with the total composition C6H7N at a distorted geometry.

```
14
C6H7N, DFT ωB97M-V/def2-TZVPD
C 2.16 1.18 0.43
C 1.23 0.85 -0.42
C 2.22 -0.11 -0.09
C -1.70 -0.79 -0.46
C -1.69 0.06 0.79
C -1.37 0.67 -0.54
N 2.80 -1.23 -0.10
H 2.74 1.94 1.04
H -0.96 -1.50 -0.81
H -2.73 -1.15 -0.73
H -2.41 0.35 1.54
H -0.69 0.08 1.22
H -1.92 1.45 -1.16
H 2.31 -1.83 -0.71
```

Values from the calculation:
* largest force on an atom: 4.05 eV/A
* HOMO-LUMO gap (spin up / spin down): 0.3094 / 0.2610 hartree
* energy relative to the best compared isomer or geometry (same formula, charge and spin): 8.713 eV
* LUMO level (spin up / spin down): -0.0151 / -0.0515 hartree

---

Entry 4:
ORCA calculation (ωB97M-V/def2-TZVPD) on C4H8O2 in the gas phase at a distorted geometry.

```
14
C4H8O2, DFT ωB97M-V/def2-TZVPD
C -0.98 1.42 0.58
C -0.58 0.26 -0.40
C -1.61 -0.95 -0.41
C 0.78 -0.25 0.04
O 0.90 -1.33 0.70
O 1.86 0.52 -0.43
H -0.81 1.07 1.68
H -0.28 2.39 0.35
H -1.99 1.73 0.39
H -0.60 0.74 -1.48
H -1.62 -1.74 -1.30
H -2.66 -0.45 -0.31
H -1.50 -1.50 0.53
H 1.60 1.34 -0.92
```

Values from the calculation:
* SMILES: CC(C)C(=O)O
* largest force on an atom: 5.64 eV/A
* HOMO-LUMO gap: 0.4049 hartree
* energy relative to the best compared isomer or geometry (same formula, charge and spin): 1.465 eV
* LUMO level: 0.0191 hartree

---

Entry 5:
ORCA calculation (ωB97M-V/def2-TZVPD) on C20H17N5O2S in the gas phase at a distorted geometry.

```
45
C20H17N5O2S, DFT ωB97M-V/def2-TZVPD
C -2.42 -1.50 3.18
C -1.87 -1.75 1.83
N -0.71 -1.39 1.46
N -0.51 -1.76 0.16
C 0.66 -1.53 -0.51
N 1.67 -0.90 -0.04
C 2.69 -0.82 -0.95
C 3.91 -0.14 -0.57
C 5.01 -0.04 -1.43
C 6.15 0.62 -1.04
C 6.25 1.21 0.21
C 7.49 1.92 0.64
C 5.16 1.11 1.07
C 4.01 0.45 0.69
C 2.40 -1.42 -2.15
S 0.82 -2.11 -2.16
C -1.59 -2.43 -0.38
O -1.64 -2.87 -1.50
C -2.66 -2.39 0.71
N -3.80 -1.59 0.29
N -3.51 -0.39 0.05
C -4.52 0.45 -0.37
C -5.84 0.08 -0.64
C -6.75 1.02 -1.07
C -6.35 2.35 -1.23
C -5.05 2.73 -0.97
C -4.12 1.79 -0.54
O -2.85 2.16 -0.28
H -1.70 -0.96 3.78
H -2.67 -2.45 3.66
H -3.35 -0.93 3.10
H 4.96 -0.49 -2.42
H 6.99 0.68 -1.72
H 8.06 1.29 1.33
H 8.13 2.15 -0.21
H 7.25 2.84 1.17
H 5.21 1.56 2.05
H 3.16 0.38 1.35
H 3.01 -1.50 -3.02
H -3.05 -3.39 0.94
H -6.11 -0.96 -0.51
H -7.76 0.73 -1.28
H -7.06 3.08 -1.57
H -4.73 3.76 -1.09
H -2.36 1.37 -0.02
```

Values from the calculation:
* SMILES: CC1=NN(c2nc(-c3ccc(C)cc3)cs2)C(=O)[C@@H]1/N=N/c1ccccc1O
* largest force on an atom: 2.69 eV/A
* HOMO-LUMO gap: 0.2558 hartree
* energy relative to the best compared isomer or geometry (same formula, charge and spin): 1.327 eV
* LUMO level: -0.0301 hartree

---

Entry 6:
ORCA calculation (ωB97M-V/def2-TZVPD) on 4 unconnected molecules or ions with the total composition C44H89BBr2FN7O10P at a distorted geometry.

```
155
C44H89BBr2FN7O10P, DFT ωB97M-V/def2-TZVPD
C 5.44 -0.22 0.11
C 4.53 -0.35 -1.13
O 3.19 0.04 -0.82
B 2.25 -0.50 -1.66
O 2.59 -0.51 -3.01
C 0.80 -0.97 -1.12
C 1.04 -2.17 -0.13
Br 1.54 -3.80 -1.14
C 2.13 -2.02 0.94
C 2.07 -0.82 1.87
Br 2.02 -3.61 2.13
N 0.08 -1.60 -2.25
C -0.88 -0.80 -2.94
F -0.41 0.43 -3.36
C -1.22 -1.60 -4.21
C -0.33 -1.25 -5.41
N 1.03 -1.78 -5.27
C -2.04 -0.65 -1.91
N -3.09 0.08 -2.65
P -2.90 -2.27 -1.62
O -3.43 -2.80 -2.86
O -1.93 -3.42 -0.99
O -4.20 -2.03 -0.67
N -1.57 0.18 -0.68
C -2.30 -0.02 0.60
C -2.06 -1.26 1.47
C -2.82 -0.95 2.82
C -1.86 -0.42 3.87
O -1.67 0.98 3.76
C -0.31 1.36 3.84
O -1.83 1.50 -1.17
C -2.68 2.42 -0.52
O -3.76 2.65 -1.01
C -2.30 3.23 0.70
C -1.35 4.22 0.67
C -1.11 4.91 1.81
C -1.80 4.67 2.96
C -2.75 3.69 2.99
C -2.97 2.99 1.85
C -0.03 0.18 -0.47
C 0.63 1.55 -0.40
C 0.92 2.40 -1.63
C 1.86 3.56 -1.28
O 1.76 4.61 -1.88
O 2.77 3.39 -0.26
H 6.46 -0.41 -0.21
H 5.43 0.79 0.50
H 5.21 -0.98 0.86
H 4.97 0.27 -1.90
H 4.60 -1.40 -1.43
H 2.68 -1.42 -3.32
H 0.11 -2.47 0.35
H 3.13 -2.09 0.52
H 2.44 0.11 1.45
H 2.67 -1.04 2.75
H 1.05 -0.72 2.26
H 0.68 -2.02 -2.96
H -1.04 -2.66 -4.02
H -2.25 -1.54 -4.56
H -0.80 -1.78 -6.24
H -0.38 -0.20 -5.67
H 1.19 -2.46 -6.00
H 1.74 -1.06 -5.31
H -3.89 0.16 -2.02
H -3.45 -0.51 -3.40
H -2.47 -3.92 -0.37
H -4.24 -2.69 0.03
H -1.90 0.74 1.28
H -3.37 0.08 0.50
H -2.46 -2.21 1.14
H -1.03 -1.37 1.79
H -3.64 -0.25 2.66
H -3.16 -1.91 3.20
H -0.91 -0.96 3.87
H -2.30 -0.61 4.86
H 0.24 0.76 4.58
H 0.18 1.31 2.87
H -0.22 2.39 4.17
H -0.82 4.44 -0.24
H -0.35 5.68 1.84
H -1.62 5.24 3.86
H -3.32 3.48 3.87
H -3.75 2.23 1.87
H 0.05 -0.10 0.58
H 1.56 1.41 0.15
H 0.06 2.15 0.32
H 1.32 1.90 -2.51
H 0.01 2.90 -1.95
H 2.62 4.11 0.36
C -2.04 1.38 7.10
C -2.69 1.51 8.47
N -3.27 0.27 8.95
C -4.10 0.44 10.13
C -3.42 0.91 11.42
C -2.38 -0.88 8.97
C -1.10 -0.78 9.81
H -2.75 1.03 6.35
H -1.69 2.36 6.78
H -1.18 0.72 7.11
H -3.49 2.25 8.39
H -1.95 1.92 9.17
H -4.63 -0.50 10.33
H -4.89 1.16 9.88
H -2.86 0.10 11.90
H -4.18 1.23 12.14
H -2.75 1.75 11.26
H -2.09 -1.11 7.94
H -2.94 -1.76 9.29
H -0.60 0.19 9.70
H -0.39 -1.55 9.49
H -1.29 -0.95 10.87
C -5.84 -0.22 -7.88
C -6.45 -1.05 -6.76
N -6.09 -0.61 -5.43
C -6.47 -1.55 -4.39
C -7.97 -1.80 -4.16
C -6.35 0.79 -5.14
C -7.79 1.30 -5.26
H -4.75 -0.21 -7.80
H -6.10 -0.65 -8.84
H -6.20 0.81 -7.87
H -6.10 -2.08 -6.89
H -7.54 -1.08 -6.91
H -6.02 -1.23 -3.44
H -6.00 -2.51 -4.62
H -8.44 -0.98 -3.62
H -8.10 -2.69 -3.54
H -8.51 -1.97 -5.09
H -5.72 1.40 -5.80
H -5.97 1.01 -4.13
H -8.29 0.91 -6.15
H -7.79 2.39 -5.33
H -8.38 1.04 -4.38
C 11.67 -2.08 -4.34
C 10.78 -0.87 -4.07
N 9.60 -1.18 -3.28
C 8.64 -0.10 -3.24
C 9.06 1.20 -2.54
C 9.84 -1.86 -2.02
C 10.74 -1.16 -0.99
H 11.11 -2.87 -4.84
H 12.50 -1.78 -4.98
H 12.10 -2.48 -3.42
H 10.45 -0.48 -5.03
H 11.39 -0.08 -3.60
H 7.72 -0.44 -2.76
H 8.36 0.15 -4.27
H 9.04 1.10 -1.46
H 8.36 2.00 -2.80
H 10.05 1.54 -2.84
H 10.28 -2.84 -2.23
H 8.88 -2.09 -1.55
H 11.62 -0.70 -1.44
H 11.09 -1.88 -0.25
H 10.20 -0.39 -0.43
```

Values from the calculation:
* total charge: +1
* largest force on an atom: 3.08 eV/A
* HOMO-LUMO gap: 0.2444 hartree
* LUMO level: -0.1051 hartree

---

Entry 7:
ORCA calculation (ωB97M-V/def2-TZVPD) on 2 unconnected molecules or ions with the total composition C9H14 at a distorted geometry.

```
23
C9H14, DFT ωB97M-V/def2-TZVPD
C -0.12 2.75 2.09
C 0.57 1.52 1.52
C 1.93 1.47 1.29
C 2.60 0.30 0.91
C 1.84 -0.86 0.72
C 0.55 -0.86 1.21
C -0.13 0.31 1.50
H -0.49 3.26 1.13
H 0.48 3.47 2.65
H -1.01 2.42 2.64
H 2.60 2.29 1.50
H 3.69 0.33 0.86
H 2.36 -1.65 0.21
H 0.08 -1.84 1.22
H -1.22 0.32 1.75
C -1.45 -1.09 -3.13
C -2.00 -2.18 -2.24
H -2.19 -0.32 -3.25
H -0.59 -0.57 -2.69
H -1.06 -1.52 -4.07
H -1.57 -2.22 -1.22
H -1.79 -3.21 -2.51
H -3.10 -2.12 -2.10
```

Values from the calculation:
* SMILES: Cc1ccccc1.CC
* largest force on an atom: 2.82 eV/A
* HOMO-LUMO gap: 0.3645 hartree
* energy relative to the best compared isomer or geometry (same formula, charge and spin): 0.968 eV
* LUMO level: 0.0368 hartree

---

Entry 8:
ORCA calculation (ωB97M-V/def2-TZVPD) on a gas-phase ion, C5H9O (charge +1) at a distorted geometry.

```
15
C5H9O, DFT ωB97M-V/def2-TZVPD
C 0.92 -0.50 1.88
C 1.34 1.09 -1.14
C 0.59 -0.48 0.48
C -1.63 0.15 -0.46
C -0.56 -0.93 -0.28
O 1.52 0.52 -0.08
H 1.87 0.14 2.13
H 0.45 -0.94 2.80
H 1.99 1.85 -1.31
H 0.58 0.99 -1.99
H -1.45 0.92 -1.20
H -1.69 0.55 0.55
H -2.62 -0.33 -0.62
H -1.04 -1.64 0.48
H -0.25 -1.39 -1.27
```

Values from the calculation:
* total charge: +1
* largest force on an atom: 6.36 eV/A
* HOMO-LUMO gap: 0.3159 hartree
* energy relative to the best compared isomer or geometry (same formula, charge and spin): 2.281 eV
* LUMO level: -0.2208 hartree

---

Entry 9:
ORCA calculation (ωB97M-V/def2-TZVPD) on a molecular structure, C24H43N8O3SSbTeTl.

```
82
C24H43N8O3SSbTeTl, DFT ωB97M-V/def2-TZVPD
Tl -0.03 1.14 1.15
N -1.25 3.50 3.03
N -0.99 4.47 2.07
C -1.22 4.26 0.76
N -1.05 5.30 -0.06
N -1.57 3.01 0.41
N -1.98 2.75 -0.86
O -2.20 1.56 -1.07
O -2.11 3.61 -1.71
H -1.90 3.87 3.71
H -0.38 3.19 3.45
H -0.48 5.31 2.33
H -0.92 6.22 0.31
H -1.31 5.17 -1.03
C -3.92 -1.14 2.33
C -3.13 -0.14 1.78
N -1.89 0.09 2.23
C -1.40 -0.65 3.22
C -2.09 -1.71 3.79
C -3.38 -1.94 3.34
C -1.49 -2.54 4.85
C -0.22 -2.88 5.04
C 0.97 -2.60 4.20
C 2.23 -2.57 4.79
C 3.32 -2.34 3.97
N 3.19 -2.17 2.65
C 1.95 -2.22 2.19
N 0.84 -2.44 2.88
H -4.92 -1.29 1.97
H -3.48 0.49 0.98
H -0.41 -0.37 3.58
H -3.98 -2.74 3.77
H -2.20 -2.90 5.59
H 0.01 -3.44 5.93
H 2.35 -2.71 5.85
H 4.32 -2.30 4.37
H 1.83 -2.06 1.12
C -3.52 -2.14 -3.35
C -2.61 -0.92 -3.35
C -1.30 -1.09 -2.59
S -1.57 -1.34 -0.82
O -0.28 -0.83 -0.15
C -1.51 -3.15 -0.67
C -0.13 -3.73 -0.38
C 0.92 -3.50 -1.45
H -4.39 -1.97 -3.97
H -3.88 -2.39 -2.34
H -3.00 -3.02 -3.74
H -3.15 -0.06 -2.93
H -2.35 -0.65 -4.37
H -0.72 -0.17 -2.61
H -0.69 -1.90 -2.98
H -1.94 -3.53 -1.60
H -2.20 -3.38 0.15
H -0.29 -4.80 -0.23
H 0.20 -3.34 0.58
H 0.60 -3.89 -2.42
H 1.84 -4.01 -1.19
H 1.15 -2.44 -1.57
Te 1.91 1.74 2.86
C 0.14 2.34 -4.13
C 1.30 1.51 -3.58
Sb 1.52 1.75 -1.45
C 2.70 3.54 -1.41
C 4.07 3.42 -2.06
C 3.03 0.28 -1.01
C 3.78 -0.27 -2.22
H 0.06 2.23 -5.21
H 0.27 3.40 -3.92
H -0.82 2.04 -3.69
H 2.25 1.80 -4.03
H 1.16 0.45 -3.78
H 2.79 3.81 -0.35
H 2.10 4.32 -1.89
H 4.68 2.66 -1.57
H 4.62 4.36 -2.00
H 4.00 3.15 -3.12
H 2.51 -0.52 -0.48
H 3.70 0.74 -0.29
H 3.11 -0.78 -2.92
H 4.53 -1.00 -1.91
H 4.29 0.51 -2.78
```

Values from the calculation:
* total charge: +1
* largest force on an atom: 0.10 eV/A
* HOMO-LUMO gap: 0.2421 hartree
* energy relative to the best compared isomer or geometry (same formula, charge and spin): 0.218 eV
* LUMO level: -0.1118 hartree

---

Entry 10:
ORCA calculation (ωB97M-V/def2-TZVPD) on a molecular structure, C5H5Cl2O3P at a distorted geometry.

```
16
C5H5Cl2O3P, DFT ωB97M-V/def2-TZVPD
C 0.55 -0.28 1.31
C 0.40 0.21 0.12
C -2.64 -0.71 0.16
C -0.52 -0.56 -0.79
C -4.41 0.04 -0.13
O -2.45 -1.49 0.97
O -3.43 2.51 -0.21
O -1.89 -0.16 -0.70
P -3.91 1.54 -1.16
Cl -5.35 -1.26 -0.92
Cl -5.03 0.39 1.57
H 1.25 -0.01 2.11
H 0.01 -1.27 1.48
H 0.75 1.09 -0.33
H -0.49 -1.73 -0.73
H -0.36 -0.41 -1.87
```

Values from the calculation:
* largest force on an atom: 5.92 eV/A
* HOMO-LUMO gap: 0.3103 hartree
* energy relative to the best compared isomer or geometry (same formula, charge and spin): 1.660 eV
* LUMO level: -0.0315 hartree

---

Across the entries above, total energy takes the values -38404.747, -72198.497, -7816.934, -8371.817, -43395.322, -230738.374, -9559.213, -7367.560, -72998.693, -45739.326 eV, respectively.